Entry 1:
Computed, not measured: an isolated ion of composition C9H18N5O and charge +1 at a distorted geometry, with ωB97M-V/def2-TZVPD.

The LUMO energy comes out at -2.35 eV. Its net charge is +1. The calculation puts the maximum force at 6.58 eV/Å. The value obtained for the HOMO-LUMO gap is 10.90 eV. The HOMO energy comes out at -13.25 eV.

XYZ file:
```
33
C9H18N5O (ωB97M-V/def2-TZVPD)
N 3.188 -3.198 -0.492
C 2.551 -2.228 -0.213
N 1.675 -1.446 0.042
C 1.227 -0.152 -0.185
N 1.582 0.260 -1.539
C 1.618 0.892 0.853
C 3.137 0.931 0.893
N 3.886 1.356 -0.035
O 5.262 1.180 0.080
N -0.292 -0.292 -0.171
C -0.857 -0.813 1.107
C -2.255 -1.226 0.649
C -3.084 0.060 0.272
C -2.497 0.667 -1.033
C -1.031 0.916 -0.644
H 3.429 -4.027 0.007
H 1.976 -0.477 -2.064
H 2.116 1.106 -1.481
H 1.436 0.770 1.908
H 1.264 1.819 0.641
H 3.599 0.360 1.836
H 5.720 1.624 -0.613
H -0.612 -0.986 -0.764
H -0.727 0.045 1.752
H -0.387 -1.764 1.374
H -2.896 -1.832 1.424
H -2.257 -1.817 -0.174
H -4.044 -0.198 0.143
H -3.170 0.700 1.031
H -2.530 0.077 -1.841
H -3.088 1.646 -1.114
H -0.349 1.138 -1.409
H -0.878 1.709 0.204
```

Entry 2:
Computed, not measured: a 2-piece molecular cluster, C3H6O overall, with ωB97M-V/def2-TZVPD.

The LUMO energy comes out at -0.26 eV. The calculation puts the maximum force at 0.63 eV/Å. The value obtained for the HOMO-LUMO gap is 8.81 eV. The HOMO energy comes out at -9.07 eV.

XYZ file:
```
10
C3H6O (ωB97M-V/def2-TZVPD)
C -0.188 -0.449 -1.856
C 0.671 0.469 0.307
C -0.415 -0.033 1.218
O -1.386 -0.674 0.901
H -0.279 -1.447 -1.380
H 0.633 0.244 -0.817
H -1.178 -0.002 -1.634
H 1.640 0.073 0.634
H 0.724 1.562 0.365
H -0.249 0.248 2.280
```

Entry 3:
Computed, not measured: C8H20NNaO7S as an isolated structure at a distorted geometry, with ωB97M-V/def2-TZVPD.

The LUMO energy comes out at 3.68 eV. Its net charge is -2. The calculation puts the maximum force at 18.74 eV/Å. The value obtained for the HOMO-LUMO gap is 2.16 eV. The HOMO energy comes out at 1.53 eV.

XYZ file:
```
38
C8H20NNaO7S (ωB97M-V/def2-TZVPD)
Na 10.601 20.149 -6.552
S 10.526 18.316 -8.770
O 10.421 19.320 -7.738
O 10.473 18.860 -10.080
O 11.746 17.518 -8.672
O 9.292 17.585 -8.934
C 11.357 23.404 -8.699
C 11.201 22.367 -7.576
O 10.107 21.492 -7.773
H 11.394 22.914 -9.672
H 12.163 24.119 -8.535
H 10.481 24.050 -8.748
H 11.057 22.827 -6.599
H 12.037 21.684 -7.424
C 7.999 18.573 -4.129
O 8.942 19.507 -4.810
C 9.114 20.588 -3.915
C 9.744 21.852 -4.420
N 10.886 21.835 -5.295
C 12.039 21.298 -4.626
C 13.095 20.988 -5.730
O 12.777 19.743 -6.387
C 13.646 19.427 -7.485
H 8.530 18.079 -3.314
H 7.857 17.762 -4.844
H 7.025 18.979 -3.855
H 9.735 20.350 -3.051
H 8.193 20.998 -3.501
H 9.929 22.608 -3.657
H 8.939 22.410 -4.898
H 11.153 22.777 -5.543
H 11.900 20.449 -3.955
H 12.405 22.052 -3.929
H 14.074 20.805 -5.287
H 13.400 21.822 -6.362
H 13.620 20.102 -8.340
H 13.399 18.462 -7.925
H 14.654 19.380 -7.072
```

Entry 4:
Computed, not measured: an isolated molecule of C22H23N3O6S at a distorted geometry, with ωB97M-V/def2-TZVPD.

The LUMO energy comes out at 0.33 eV. The calculation puts the maximum force at 1.24 eV/Å. The value obtained for the HOMO-LUMO gap is 8.59 eV. The HOMO energy comes out at -8.27 eV.

XYZ file:
```
55
C22H23N3O6S (ωB97M-V/def2-TZVPD)
C 5.573 -0.362 0.864
O 4.280 -0.057 1.330
C 3.265 -0.920 1.044
C 3.386 -2.073 0.275
C 2.281 -2.872 0.039
C 1.039 -2.533 0.557
N -0.068 -3.345 0.255
S -0.531 -3.360 -1.374
O 0.518 -3.942 -2.148
O -1.835 -3.950 -1.399
C -0.625 -1.604 -1.652
C 0.510 -0.894 -1.985
C 0.501 0.484 -1.880
C -0.621 1.170 -1.405
N -0.657 2.548 -1.242
C -1.039 3.091 0.055
C 0.205 3.276 0.935
O 1.144 4.128 0.322
C 1.564 3.601 -0.917
C 0.363 3.385 -1.848
C -1.800 0.424 -1.153
N -2.984 1.108 -0.856
C -4.070 0.714 -0.126
O -5.130 1.298 -0.233
C -3.893 -0.382 0.840
C -4.862 -1.185 1.384
C -4.206 -2.029 2.304
C -2.893 -1.671 2.267
O -2.688 -0.679 1.387
C -1.784 -0.956 -1.273
C 0.916 -1.378 1.325
C 2.017 -0.587 1.572
H 5.611 -0.386 -0.230
H 6.213 0.440 1.228
H 5.928 -1.317 1.262
H 4.335 -2.362 -0.146
H 2.365 -3.757 -0.569
H -0.885 -3.152 0.817
H 1.388 -1.427 -2.309
H 1.400 1.024 -2.129
H -1.739 2.430 0.561
H -1.511 4.065 -0.109
H -0.061 3.746 1.882
H 0.660 2.291 1.127
H 2.254 4.332 -1.342
H 2.097 2.652 -0.749
H 0.675 2.961 -2.802
H -0.102 4.359 -2.037
H -3.129 1.965 -1.379
H -5.903 -1.163 1.140
H -4.648 -2.792 2.911
H -2.043 -2.027 2.818
H -2.670 -1.546 -1.103
H -0.048 -1.093 1.721
H 1.937 0.305 2.175
```

Entry 5:
Computed, not measured: C25H20BrClO5V as an isolated structure, with ωB97M-V/def2-TZVPD.

The LUMO energy comes out at -4.88 eV. Its net charge is +1. The calculation puts the maximum force at 0.48 eV/Å. The value obtained for the HOMO-LUMO gap is 6.63 eV. The HOMO energy comes out at -11.51 eV.

XYZ file:
```
53
C25H20BrClO5V (ωB97M-V/def2-TZVPD)
V 0.199 -0.276 -0.624
O 3.298 -1.566 0.333
C 2.314 -1.212 0.897
O 1.615 -0.107 0.422
C 1.706 -1.846 2.124
C 0.913 -0.868 3.016
C 0.761 -1.470 4.414
C -0.289 -2.579 4.150
C -0.569 -2.374 2.660
O -0.414 -0.964 2.476
C 0.604 -2.928 1.822
C 0.130 -3.120 0.401
O -0.216 -4.149 -0.071
O 0.024 -1.953 -0.353
H 2.547 -2.310 2.638
H 1.250 0.165 2.978
H 1.702 -1.850 4.807
H 0.380 -0.721 5.104
H 0.073 -3.582 4.366
H -1.195 -2.416 4.730
H -1.554 -2.690 2.322
H 0.909 -3.919 2.152
Br -2.263 -1.310 -2.516
C -1.505 -0.114 -3.768
C -2.255 0.258 -4.847
C -1.681 1.039 -5.865
C -0.363 1.379 -5.799
C 0.429 0.992 -4.692
C 1.816 1.284 -4.673
C 2.613 0.862 -3.651
C 2.037 0.202 -2.548
C 0.677 -0.045 -2.490
C -0.151 0.272 -3.617
H -3.282 -0.072 -4.928
H -2.284 1.333 -6.713
H 0.103 1.940 -6.598
H 2.237 1.830 -5.507
H 3.677 1.052 -3.662
H 2.691 -0.080 -1.733
Cl 0.587 2.419 -0.577
C -0.353 2.587 0.892
C -0.122 3.624 1.771
C -0.883 3.654 2.933
C -1.824 2.664 3.184
C -2.026 1.636 2.279
C -1.290 1.591 1.096
C -1.498 0.566 0.046
H 0.625 4.377 1.565
H -0.730 4.453 3.645
H -2.406 2.696 4.096
H -2.754 0.862 2.482
H -1.827 1.016 -0.901
H -2.181 -0.231 0.332
```

Entry 6:
Computed, not measured: a 2-piece molecular cluster, C2H4OS2 overall at a distorted geometry, with ωB97M-V/def2-TZVPD.

The LUMO energy (spin up / spin down) comes out at -1.20 / -0.98 eV. The calculation puts the maximum force at 2.16 eV/Å. The value obtained for the HOMO-LUMO gap (spin up / spin down) is 7.27 / 6.91 eV. The HOMO energy (spin up / spin down) comes out at -8.47 / -7.89 eV.

XYZ file:
```
9
C2H4OS2 (ωB97M-V/def2-TZVPD)
C 0.842 1.179 -0.681
C -1.581 -0.271 0.312
O 2.406 -1.194 0.679
S 3.241 -0.178 0.021
S 0.077 0.644 0.647
H 0.649 0.967 -1.794
H -1.334 -1.273 0.778
H -1.858 -0.158 -0.716
H -2.443 0.284 0.752
```

Entry 7:
Computed, not measured: C16H19ClCoN3O13P2 as an isolated structure, with ωB97M-V/def2-TZVPD.

The LUMO energy (spin up / spin down) comes out at -0.94 / -0.94 eV. The calculation puts the maximum force at 0.86 eV/Å. The value obtained for the HOMO-LUMO gap (spin up / spin down) is 8.36 / 8.36 eV. The HOMO energy (spin up / spin down) comes out at -9.30 / -9.30 eV.

XYZ file:
```
55
C16H19ClCoN3O13P2 (ωB97M-V/def2-TZVPD)
Co -0.560 0.733 -0.678
O -1.150 -4.686 -1.893
C -0.592 -4.546 -0.698
O -0.400 -5.474 0.042
C -0.184 -3.168 -0.308
C 0.454 -2.832 0.877
N 0.647 -1.508 0.875
N 0.223 -0.973 -0.273
C -0.326 -1.949 -0.977
C -1.073 -1.468 -2.177
O -1.525 -2.250 -2.998
O -1.177 -0.184 -2.208
H -1.268 -3.829 -2.377
H 0.787 -3.459 1.686
H 1.155 -0.935 1.538
N -4.760 2.992 0.465
C -3.769 2.118 -0.260
C -4.478 1.159 -1.201
P -2.964 1.151 1.103
O -2.093 2.210 1.922
O -4.081 0.679 1.938
O -2.041 0.181 0.380
P -2.544 3.248 -1.039
O -3.039 3.502 -2.540
O -2.623 4.493 -0.247
O -1.263 2.440 -1.124
H -5.556 3.235 -0.124
H -4.243 3.857 0.713
H -5.078 2.474 1.300
H -5.146 0.494 -0.652
H -3.735 0.541 -1.706
H -5.039 1.705 -1.963
H -1.242 2.441 1.519
H -2.590 2.932 -3.177
C 4.680 -1.461 -1.028
C 4.182 -1.249 0.369
C 4.154 -2.280 1.296
C 3.649 -2.070 2.572
Cl 3.579 -3.397 3.687
C 3.180 -0.826 2.955
C 3.219 0.224 2.045
C 3.712 0.010 0.766
O 3.814 0.990 -0.183
C 2.945 2.104 -0.127
C 1.511 1.653 -0.308
O 0.719 1.513 0.687
O 1.080 1.329 -1.446
H 4.997 -2.493 -1.170
H 5.520 -0.802 -1.248
H 3.899 -1.229 -1.754
H 4.505 -3.264 1.015
H 2.797 -0.671 3.954
H 2.851 1.194 2.347
H 3.236 2.729 -0.967
H 3.042 2.670 0.802
```

Entry 8:
Computed, not measured: C43H44IrN7S2 as an isolated structure at a distorted geometry, with ωB97M-V/def2-TZVPD.

The LUMO energy (spin up / spin down) comes out at -8.02 / -11.30 eV. Its net charge is +3. The multiplicity is 6. The calculation puts the maximum force at 3.15 eV/Å. The expectation value of S² is 8.844. The value obtained for the HOMO-LUMO gap (spin up / spin down) is 3.37 / 3.02 eV. The HOMO energy (spin up / spin down) comes out at -11.39 / -14.32 eV.

XYZ file:
```
97
C43H44IrN7S2 (ωB97M-V/def2-TZVPD)
Ir 0.423 -1.561 0.870
C 0.942 -5.527 -0.646
C -0.263 -6.106 -0.262
C -1.185 -5.373 0.470
C -0.821 -4.068 0.916
N 0.201 -3.476 0.250
C 1.068 -4.173 -0.474
C -1.585 -3.267 1.852
C -2.732 -3.804 2.527
C -3.634 -2.932 3.164
C -3.238 -1.594 3.259
C -2.027 -1.093 2.695
N -1.291 -1.960 1.898
C -1.542 0.284 2.961
C -1.171 0.670 4.257
C -0.600 1.908 4.399
C -0.375 2.738 3.269
C -0.884 2.314 2.065
N -1.548 1.137 1.903
H 1.732 -6.148 -1.129
H -0.522 -7.127 -0.528
H -2.196 -5.774 0.672
H 1.938 -3.654 -0.838
H -3.048 -4.829 2.340
H -4.613 -3.254 3.526
H -3.938 -0.947 3.783
H -1.523 0.165 5.152
H -0.332 2.317 5.339
H 0.217 3.695 3.334
H -0.903 2.902 1.125
S -5.005 -0.897 -1.064
C -6.402 -0.795 -2.075
C -6.100 -0.397 -3.354
C -4.688 -0.315 -3.589
C -3.938 -0.508 -2.442
C -2.479 -0.575 -2.283
C -1.905 -0.934 -1.056
N -0.580 -0.900 -0.812
C 0.266 -0.564 -1.846
C -0.240 -0.048 -3.040
C 0.761 0.442 -4.007
C 2.100 0.365 -3.817
C 2.610 -0.210 -2.622
C 3.947 -0.047 -2.223
C 4.271 -0.253 -0.839
C 3.300 -0.866 0.010
N 2.073 -1.074 -0.363
C 1.646 -0.715 -1.651
C 5.636 0.202 -0.447
C 6.754 0.459 -1.264
C 7.981 0.551 -0.549
C 7.783 0.508 0.798
S 6.114 0.419 1.203
C -1.595 -0.136 -3.300
H -7.401 -1.004 -1.681
H -6.835 0.076 -4.008
H -4.262 -0.149 -4.617
H -2.560 -1.081 -0.184
H 0.346 0.974 -4.904
H 2.798 0.800 -4.532
H 4.750 0.132 -2.964
H 3.568 -1.178 1.004
H 6.705 0.626 -2.341
H 8.936 0.599 -1.066
H 8.513 0.579 1.605
H -1.925 0.197 -4.257
C -0.649 5.874 -1.611
C -1.812 4.946 -1.997
C -3.226 5.229 -1.464
C -1.919 5.046 -3.600
N -1.457 3.660 -1.506
N -0.144 3.337 -1.426
H -0.944 6.853 -1.845
H 0.215 5.715 -2.259
H -0.416 5.836 -0.564
H -3.508 6.276 -1.571
H -3.214 5.028 -0.403
H -3.974 4.529 -1.900
H -1.936 6.095 -3.831
H -2.845 4.532 -3.879
H -1.060 4.636 -4.146
H -2.218 2.999 -1.336
H 0.035 2.429 -1.098
H 0.314 3.594 -2.288
C 1.139 -2.041 4.617
C 1.829 -1.304 3.437
C 3.306 -0.967 3.617
C 1.663 -2.290 2.260
H 1.526 -1.668 5.568
H 1.467 -3.112 4.561
H 0.054 -2.010 4.655
H 1.315 -0.336 3.215
H 3.842 -1.922 3.538
H 3.638 -0.606 4.597
H 3.607 -0.311 2.792
H 1.251 -3.276 2.566
H 2.630 -2.518 1.727
```

Entry 9:
Computed, not measured: a 2-piece molecular cluster, C6H16N3O2 overall, with ωB97M-V/def2-TZVPD.

The LUMO energy comes out at -2.91 eV. Its net charge is +1. The calculation puts the maximum force at 0.86 eV/Å. The value obtained for the HOMO-LUMO gap is 9.18 eV. The HOMO energy comes out at -12.09 eV.

XYZ file:
```
27
C6H16N3O2 (ωB97M-V/def2-TZVPD)
C 4.019 2.621 3.187
N 3.343 3.641 2.655
N 5.083 2.857 3.947
N 3.621 1.365 2.952
C 5.585 4.193 4.254
H 3.646 4.602 2.833
H 2.524 3.463 2.069
H 5.577 2.052 4.339
H 4.136 0.580 3.358
H 2.801 1.190 2.365
H 6.472 4.089 4.901
H 4.829 4.792 4.788
H 5.878 4.731 3.338
O -1.400 0.228 -0.634
O 0.518 1.850 0.688
C -0.060 0.331 -1.103
C 0.540 1.669 -0.724
C -1.422 0.409 0.778
C -0.822 1.747 1.157
H 0.552 -0.490 -0.683
H -0.090 0.201 -2.201
H -0.018 2.487 -1.220
H 1.597 1.740 -1.044
H -0.865 -0.409 1.274
H -2.479 0.338 1.098
H -0.792 1.877 2.256
H -1.434 2.568 0.737
```

Entry 10:
Computed, not measured: an isolated molecule of C3H7NO2 at a distorted geometry, with ωB97M-V/def2-TZVPD.

The LUMO energy comes out at 0.78 eV. The calculation puts the maximum force at 2.10 eV/Å. The value obtained for the HOMO-LUMO gap is 9.98 eV. The HOMO energy comes out at -9.21 eV.

XYZ file:
```
13
C3H7NO2 (ωB97M-V/def2-TZVPD)
H 0.505 2.697 -0.061
N 0.392 1.694 -0.059
C 1.445 0.979 0.046
O 1.436 -0.336 0.083
C 0.115 -1.111 -0.315
C -1.211 -0.872 0.365
O -1.716 0.395 0.243
H 2.430 1.462 0.104
H 0.404 -2.158 -0.172
H -0.007 -0.848 -1.370
H -1.292 -1.320 1.377
H -1.667 -1.656 -0.316
H -0.833 1.074 0.075
```

Entry 11:
Computed, not measured: a 3-piece molecular cluster, C5H9NO overall at a distorted geometry, with ωB97M-V/def2-TZVPD.

The LUMO energy (spin up / spin down) comes out at -0.25 / -0.25 eV. The calculation puts the maximum force at 1.33 eV/Å. The value obtained for the HOMO-LUMO gap (spin up / spin down) is 7.97 / 7.97 eV. The HOMO energy (spin up / spin down) comes out at -8.22 / -8.22 eV.

XYZ file:
```
16
C5H9NO (ωB97M-V/def2-TZVPD)
C 1.344 0.098 -0.239
C -0.007 -0.314 0.184
C -0.581 -1.378 -0.554
C -0.958 0.808 0.608
O -1.073 1.722 -0.459
C 0.937 -0.651 1.407
N 1.298 -0.918 2.484
H 0.636 0.154 -1.904
H 1.746 1.072 0.016
H 2.029 -0.668 -0.591
H 0.061 -2.164 -0.946
H -0.052 -0.324 -1.932
H -1.607 -1.669 -0.343
H -1.927 0.345 0.844
H -0.586 1.295 1.518
H -1.260 2.592 -0.092
```

Entry 12:
Computed, not measured: a 2-piece molecular cluster, C10H16OS overall at a distorted geometry, with ωB97M-V/def2-TZVPD.

The LUMO energy comes out at 0.84 eV. The calculation puts the maximum force at 3.19 eV/Å. The value obtained for the HOMO-LUMO gap is 8.92 eV. The HOMO energy comes out at -8.07 eV.

XYZ file:
```
28
C10H16OS (ωB97M-V/def2-TZVPD)
C -2.904 1.940 -1.972
C -2.109 1.920 -0.674
C -1.880 0.674 0.123
C -2.560 -0.503 -0.198
C -2.039 -1.721 0.192
C -0.862 -1.837 0.921
O -0.181 -2.994 1.138
C -0.316 -0.656 1.437
C -0.812 0.581 1.010
H -3.784 1.333 -1.958
H -2.144 1.596 -2.731
H -2.971 2.998 -2.262
H -1.075 2.368 -0.840
H -2.456 2.709 0.006
H -3.427 -0.323 -0.812
H -2.667 -2.582 -0.115
H -0.675 -3.741 0.795
H 0.498 -0.602 2.145
H -0.206 1.411 1.347
C 2.860 -1.087 -0.471
S 2.628 0.495 0.376
C 4.313 0.588 1.032
H 1.864 -1.411 -0.759
H 3.519 -0.935 -1.340
H 3.358 -1.843 0.103
H 4.334 0.005 1.957
H 4.646 1.611 1.118
H 5.046 0.008 0.433
```

Q: Number 1 is which compound?
A: C9H18N5O

Q: Which formula does entry 1 have?
A: C9H18N5O

Q: What is the formula in the third record?
A: C8H20NNaO7S

Q: Look up the maximum force of the fourth one.
A: 1.24 eV/Å